Entry 1:
ORCA calculation (ωB97M-V with the def2-TZVPD basis set) on C46H63N6O6PPbS2 as an isolated structure.

Computed properties:
Kohn-Sham gap, eV: 8.3
Multiplicity: 1
Highest occupied orbital energy, eV: -8.00
Largest force on an atom, eV/A: 0.74
Electronic energy, eV: -106159.0257

Each line ends with the Löwdin charge.
CARTESIAN COORDINATES (ANGSTROEM)
Pb: 0.004 -0.554 0.672  1.423
N: 3.983 -2.872 -0.084  0.110
C: 3.782 -3.007 1.260  -0.722
N: 2.888 -2.333 1.917  0.055
C: 2.900 -2.653 3.262  -0.340
C: 3.811 -3.587 3.620  -0.355
S: 4.721 -4.086 2.242  1.044
C: 1.932 -1.995 4.156  -0.340
C: 1.965 -2.033 5.507  -0.366
S: 0.620 -1.174 6.151  1.048
C: 0.102 -0.816 4.528  -0.692
N: 0.880 -1.291 3.603  0.068
N: -1.055 -0.129 4.263  0.093
H: 3.196 -2.530 -0.622  0.043
H: 4.548 -3.561 -0.548  0.063
H: 4.003 -4.019 4.589  0.072
H: 2.680 -2.518 6.152  0.072
H: -1.456 0.366 5.046  0.101
H: -0.980 0.441 3.409  0.031
C: 1.350 5.754 0.401  0.025
C: 0.077 5.191 -0.221  -0.589
C: -0.764 6.260 -0.880  0.022
O: 0.411 4.195 -1.170  -0.038
C: 0.293 2.882 -0.610  -0.131
C: -0.223 3.204 0.836  -0.138
O: -0.702 4.535 0.748  -0.016
C: -1.186 2.390 1.733  -0.369
O: -0.676 1.099 1.912  -0.435
C: -1.091 3.070 3.139  -0.114
C: 0.088 2.890 3.867  -0.048
C: 0.243 3.406 5.142  -0.079
C: -0.795 4.117 5.735  -0.097
C: -1.972 4.299 5.029  -0.076
C: -2.119 3.782 3.745  -0.005
C: -2.661 2.331 1.311  -0.133
C: -3.379 3.436 0.849  -0.036
C: -4.751 3.361 0.652  -0.078
C: -5.443 2.188 0.919  -0.097
C: -4.739 1.078 1.358  -0.072
C: -3.364 1.153 1.547  -0.029
C: -0.361 1.931 -1.636  -0.393
O: -0.214 0.612 -1.179  -0.434
C: 0.444 1.967 -2.966  -0.137
C: -0.031 1.140 -3.988  -0.034
C: 0.688 0.950 -5.155  -0.080
C: 1.910 1.594 -5.333  -0.103
C: 2.381 2.433 -4.337  -0.082
C: 1.657 2.618 -3.161  -0.020
C: -1.817 2.254 -1.983  -0.138
C: -2.143 3.441 -2.640  -0.026
C: -3.452 3.705 -3.016  -0.076
C: -4.450 2.768 -2.778  -0.099
C: -4.125 1.567 -2.165  -0.083
C: -2.818 1.319 -1.763  -0.035
H: 1.905 6.328 -0.343  0.092
H: 1.988 4.945 0.761  0.087
H: 1.092 6.405 1.238  0.094
H: -0.241 6.645 -1.756  0.097
H: -0.937 7.079 -0.181  0.094
H: -1.721 5.838 -1.186  0.078
H: 1.294 2.464 -0.476  0.125
H: 0.697 3.216 1.429  0.121
H: 0.884 2.298 3.435  0.096
H: 1.172 3.247 5.679  0.102
H: -0.684 4.520 6.734  0.099
H: -2.794 4.844 5.479  0.102
H: -3.054 3.940 3.225  0.109
H: -2.865 4.364 0.649  0.112
H: -5.282 4.233 0.290  0.106
H: -6.515 2.138 0.775  0.101
H: -5.254 0.145 1.554  0.104
H: -2.833 0.276 1.884  0.078
H: -0.979 0.633 -3.851  0.121
H: 0.297 0.299 -5.928  0.102
H: 2.483 1.442 -6.239  0.097
H: 3.326 2.948 -4.467  0.101
H: 2.052 3.280 -2.405  0.112
H: -1.358 4.147 -2.877  0.115
H: -3.690 4.637 -3.516  0.101
H: -5.472 2.969 -3.077  0.099
H: -4.891 0.820 -1.992  0.105
H: -2.561 0.379 -1.292  0.107
O: -2.106 -2.130 2.223  -0.134
H: -2.115 -1.526 2.981  0.001
H: -1.636 -2.905 2.550  0.036
O: 2.226 -0.468 -2.135  -0.097
H: 2.369 -0.210 -3.053  0.037
H: 1.371 -0.044 -1.901  -0.014
N: 2.870 1.503 1.225  -0.009
N: 2.421 0.251 0.696  -0.128
H: 3.848 1.435 1.487  0.078
H: 2.339 1.679 2.068  0.044
H: 2.793 -0.541 1.223  0.017
H: 2.702 0.183 -0.282  0.047
C: 2.082 -6.657 -1.956  -0.106
C: 1.960 -5.236 -2.500  -0.531
C: 3.361 -4.653 -2.735  -0.142
P: 0.975 -3.980 -1.503  1.080
C: 0.276 -4.802 0.027  -0.540
C: -0.744 -5.939 -0.065  -0.114
C: 1.421 -5.162 1.007  -0.120
C: -0.578 -3.770 -2.516  -0.558
C: -1.063 -4.993 -3.301  -0.124
C: -0.422 -2.567 -3.454  -0.133
H: 2.708 -7.253 -2.628  0.080
H: 1.120 -7.159 -1.883  0.054
H: 2.553 -6.670 -0.972  0.068
H: 1.462 -5.285 -3.471  0.087
H: 3.948 -4.706 -1.812  0.044
H: 3.319 -3.607 -3.046  0.067
H: 3.897 -5.221 -3.501  0.080
H: -0.266 -3.945 0.443  0.058
H: -0.318 -6.844 -0.493  0.056
H: -1.623 -5.659 -0.645  0.065
H: -1.088 -6.191 0.943  0.080
H: 2.407 -4.930 0.598  0.024
H: 1.410 -6.230 1.234  0.080
H: 1.333 -4.620 1.951  0.068
H: -1.330 -3.504 -1.765  0.100
H: -0.552 -5.057 -4.264  0.072
H: -2.132 -4.903 -3.514  0.082
H: -0.906 -5.934 -2.777  0.054
H: 0.385 -2.738 -4.174  0.079
H: -0.186 -1.656 -2.902  0.040
H: -1.343 -2.398 -4.021  0.082

Entry 2:
ORCA calculation (ωB97M-V with the def2-TZVPD basis set) on a 5-piece molecular cluster, C46H64BF32N5O10 overall at a distorted geometry.

Computed properties:
Kohn-Sham gap, eV: 8.3
Multiplicity: 1
Structure (SMILES): [H]/N=C(\N)NCCCC[C@@H](OCB(N)O)[C@H](CCCCC)O[C@](O)(CCCO)CCC(=O)Nc1ccccc1.FC(F)C(F)(F)COC(F)(F)C(F)F.FC(F)C(F)(F)COC(F)(F)C(F)F.FC(F)C(F)(F)COC(F)(F)C(F)F.FC(F)C(F)(F)COC(F)(F)C(F)F
Highest occupied orbital energy, eV: -8.34
Largest force on an atom, eV/A: 8.75
Electronic energy, eV: -164283.2799

Each line ends with the Löwdin charge.
CARTESIAN COORDINATES (ANGSTROEM)
H: 1.254 -5.904 -1.076  0.019
N: 2.207 -5.592 -1.365  0.060
C: 3.147 -6.586 -1.204  -0.377
N: 2.682 -7.925 -0.607  0.034
N: 4.621 -6.462 -1.524  -0.015
C: 4.882 -5.683 -2.795  -0.221
C: 5.857 -4.353 -2.578  -0.181
C: 5.481 -3.481 -1.239  -0.208
C: 5.130 -1.900 -1.528  -0.132
C: 4.347 -1.355 -0.154  -0.249
O: 5.387 -1.236 0.875  -0.173
C: 4.926 -2.100 1.979  -0.125
B: 5.713 -1.874 3.408  -0.397
N: 5.750 -3.096 4.356  0.082
O: 6.336 -0.608 3.867  0.010
C: 3.645 0.109 -0.566  -0.230
C: 4.032 1.173 0.619  -0.109
C: 3.274 0.875 2.068  -0.173
C: 2.412 2.158 2.635  -0.207
C: 1.072 1.529 3.370  -0.262
C: -0.176 2.581 3.522  -0.132
O: 2.226 -0.184 -0.728  -0.068
C: 1.424 0.906 -1.263  -0.412
O: 1.071 1.977 -0.303  -0.061
C: -0.045 0.216 -1.677  -0.093
C: -1.203 0.426 -0.536  -0.157
C: -2.074 1.748 -0.965  -0.248
O: -2.730 2.453 0.147  -0.130
C: 1.966 1.615 -2.634  -0.098
C: 2.007 0.647 -3.957  -0.080
C: 1.016 1.112 -5.185  -0.252
O: 1.142 0.477 -6.383  -0.052
N: -0.068 2.168 -5.110  0.026
C: 0.548 3.525 -5.412  -0.154
C: 1.252 3.812 -6.882  0.001
C: 1.971 5.276 -7.204  -0.062
C: 2.016 6.482 -6.091  -0.078
C: 1.287 6.253 -4.634  -0.058
C: 0.584 4.800 -4.339  -0.029
H: 1.747 -7.823 -0.145  0.067
H: 3.343 -8.188 0.180  0.087
H: 4.984 -7.446 -1.616  0.117
H: 3.924 -5.314 -3.357  0.117
H: 5.460 -6.416 -3.529  0.123
H: 5.740 -3.666 -3.528  0.108
H: 6.999 -4.674 -2.529  0.110
H: 6.365 -3.490 -0.458  0.119
H: 4.539 -3.945 -0.710  0.093
H: 4.469 -1.753 -2.505  0.125
H: 6.164 -1.327 -1.627  0.135
H: 3.512 -2.145 0.063  0.155
H: 3.765 -1.984 2.221  0.137
H: 5.099 -3.228 1.629  0.132
H: 5.981 -2.713 5.305  0.068
H: 6.507 -3.707 3.978  0.076
H: 5.775 -0.352 4.682  0.122
H: 4.220 0.443 -1.530  0.143
H: 3.603 2.230 0.266  0.108
H: 5.201 1.358 0.744  0.139
H: 4.157 0.708 2.853  0.109
H: 2.613 -0.091 2.048  0.104
H: 2.183 2.984 1.839  0.096
H: 3.024 2.702 3.502  0.118
H: 0.663 0.621 2.715  0.099
H: 1.390 1.036 4.405  0.116
H: -0.900 2.404 2.593  0.065
H: 0.129 3.701 3.671  0.066
H: -0.811 2.245 4.471  0.082
H: 0.774 2.813 -0.768  0.111
H: -0.475 0.643 -2.684  0.106
H: 0.158 -0.933 -1.795  0.130
H: -1.943 -0.505 -0.636  0.124
H: -0.825 0.413 0.571  0.115
H: -1.434 2.466 -1.671  0.108
H: -2.952 1.351 -1.669  0.142
H: -2.040 2.955 0.672  0.075
H: 1.280 2.533 -2.869  0.089
H: 3.063 2.051 -2.497  0.135
H: 1.755 -0.475 -3.724  0.134
H: 3.110 0.653 -4.393  0.140
H: -0.480 2.257 -4.150  0.082
H: 1.235 2.961 -7.686  0.090
H: 2.473 5.411 -8.272  0.088
H: 2.555 7.501 -6.310  0.080
H: 1.277 7.059 -3.786  0.083
H: 0.076 4.589 -3.282  0.067
F: -0.351 5.873 -0.478  0.074
C: -1.383 6.447 -1.136  -0.287
F: -0.925 6.727 -2.387  0.071
C: -1.880 7.715 -0.451  -0.426
F: -0.924 8.682 -0.440  0.127
F: -2.911 8.224 -1.197  0.105
C: -2.411 7.516 0.977  -0.049
O: -1.495 7.802 2.038  0.030
C: -0.601 6.742 2.375  -0.474
F: -1.007 5.606 1.759  0.110
F: -0.774 6.523 3.708  0.124
C: 0.865 7.085 2.095  -0.259
F: 1.066 7.403 0.790  0.088
F: 1.678 6.029 2.364  0.091
H: -2.184 5.710 -1.237  0.175
H: -3.216 8.248 1.112  0.153
H: -2.903 6.544 1.110  0.147
H: 1.193 7.934 2.701  0.173
F: -3.607 -8.498 -3.151  0.067
C: -2.687 -8.806 -4.093  -0.285
F: -3.282 -9.705 -4.923  0.095
C: -1.412 -9.390 -3.496  -0.427
F: -1.651 -10.576 -2.877  0.125
F: -0.554 -9.677 -4.526  0.106
C: -0.662 -8.459 -2.529  -0.058
O: -0.910 -8.663 -1.135  0.019
C: -2.077 -8.021 -0.623  -0.476
F: -2.548 -7.151 -1.548  0.121
F: -1.650 -7.257 0.421  0.132
C: -3.140 -9.012 -0.137  -0.258
F: -3.528 -9.858 -1.125  0.088
F: -4.261 -8.365 0.280  0.090
H: -2.476 -7.907 -4.678  0.178
H: 0.405 -8.686 -2.648  0.144
H: -0.749 -7.403 -2.811  0.146
H: -2.763 -9.616 0.694  0.178
F: 0.132 8.055 6.552  0.088
C: -0.899 8.629 5.894  -0.291
F: -0.441 8.910 4.644  0.082
C: -1.397 9.897 6.579  -0.427
F: -0.441 10.864 6.590  0.125
F: -2.428 10.407 5.833  0.103
C: -1.928 9.698 8.007  -0.053
O: -1.012 9.984 9.068  0.032
C: -0.118 8.925 9.405  -0.475
F: -0.524 7.788 8.790  0.121
F: -0.291 8.706 10.739  0.136
C: 1.349 9.268 9.125  -0.264
F: 1.549 9.586 7.820  0.086
F: 2.161 8.211 9.394  0.095
H: -1.701 7.893 5.793  0.172
H: -2.733 10.431 8.143  0.151
H: -2.419 8.727 8.141  0.147
H: 1.676 10.117 9.731  0.176
F: -8.243 -5.176 -2.163  0.084
C: -7.118 -5.502 -2.838  -0.289
F: -7.170 -4.819 -4.014  0.090
C: -7.003 -7.001 -3.093  -0.425
F: -8.004 -7.446 -3.898  0.126
F: -5.843 -7.225 -3.789  0.093
C: -6.947 -7.872 -1.829  -0.054
O: -8.183 -8.461 -1.412  0.036
C: -9.024 -7.621 -0.624  -0.475
F: -8.326 -6.524 -0.244  0.122
F: -9.272 -8.316 0.521  0.134
C: -10.347 -7.279 -1.318  -0.265
F: -10.144 -6.666 -2.512  0.087
F: -11.090 -6.424 -0.565  0.093
H: -6.256 -5.128 -2.279  0.174
H: -6.310 -8.731 -2.073  0.146
H: -6.429 -7.376 -0.999  0.137
H: -10.939 -8.181 -1.499  0.176

Entry 3:
ORCA calculation (ωB97M-V with the def2-TZVPD basis set) on C46H65N8O4SSiSn as an isolated structure.

Computed properties:
Kohn-Sham gap, eV: 2.7
Total charge: +3
Multiplicity: 1
Highest occupied orbital energy, eV: -13.34
Largest force on an atom, eV/A: 0.99
Electronic energy, eV: -93389.8932

Each line ends with the Löwdin charge.
CARTESIAN COORDINATES (ANGSTROEM)
Sn: -0.984 0.432 -0.007  1.484
C: 1.418 -4.489 2.541  -0.045
C: 1.186 -2.996 2.202  -0.120
N: 0.077 -2.460 2.977  -0.145
C: 0.398 -2.488 4.397  -0.138
C: 0.804 -3.915 4.836  -0.046
N: 0.514 -4.827 3.684  -0.083
C: -0.918 -4.701 3.263  -0.039
C: -1.113 -3.262 2.731  -0.126
H: 2.441 -4.699 2.851  0.141
H: 1.161 -5.150 1.713  0.138
H: 0.944 -2.892 1.145  0.099
H: 2.077 -2.402 2.405  0.131
H: -0.478 -2.152 4.954  0.123
H: 1.215 -1.791 4.593  0.119
H: 0.244 -4.271 5.701  0.143
H: 1.869 -3.994 5.054  0.142
H: 0.686 -5.790 3.976  0.200
H: -1.534 -4.920 4.135  0.142
H: -1.111 -5.454 2.500  0.140
H: -1.972 -2.794 3.213  0.126
H: -1.293 -3.270 1.656  0.098
C: -2.726 5.048 2.187  -0.135
C: -2.208 5.318 0.777  -0.137
C: -2.345 3.949 0.145  -0.192
O: -1.931 3.026 1.171  -0.245
C: -2.277 3.605 2.441  -0.196
H: -3.813 5.122 2.213  0.121
H: -2.321 5.733 2.930  0.120
H: -1.161 5.624 0.803  0.118
H: -2.782 6.079 0.252  0.129
H: -1.713 3.792 -0.726  0.090
H: -3.383 3.738 -0.126  0.133
H: -1.390 3.571 3.078  0.087
H: -3.068 3.011 2.908  0.115
C: 1.474 3.699 3.262  -0.135
Si: 1.614 1.877 2.918  0.467
C: 2.847 1.058 4.058  -0.147
C: 2.129 1.568 1.157  -0.179
N: -0.017 1.084 3.041  0.125
C: -0.825 1.009 4.044  -0.348
C: -2.152 0.447 3.821  0.039
C: -3.064 0.369 4.834  -0.013
C: -2.708 0.835 6.108  0.069
C: -1.442 1.375 6.397  -0.001
C: -0.518 1.471 5.400  0.065
H: 2.476 4.126 3.200  0.058
H: 1.078 3.927 4.251  0.039
H: 0.846 4.199 2.527  0.034
H: 3.778 1.619 3.978  0.055
H: 3.057 0.029 3.766  0.026
H: 2.561 1.059 5.108  0.029
H: 3.157 1.889 0.991  0.045
H: 1.508 2.125 0.449  0.018
H: 2.070 0.509 0.901  0.021
H: -2.398 0.127 2.811  0.105
H: -4.057 -0.019 4.663  0.132
H: -3.441 0.784 6.902  0.142
H: -1.223 1.721 7.396  0.135
H: 0.457 1.892 5.593  0.111
C: 2.956 -4.641 -1.931  0.018
N: 2.188 -3.411 -2.031  -0.061
N: 0.924 -3.317 -1.486  0.072
C: 0.681 -1.992 -1.187  -0.415
O: -0.402 -1.623 -0.632  -0.263
C: 1.825 -1.264 -1.583  0.068
C: 2.734 -2.179 -2.059  -0.218
C: 4.124 -1.979 -2.539  0.013
C: -0.056 -4.326 -1.763  -0.180
C: 0.079 -5.122 -2.893  -0.024
C: -0.834 -6.138 -3.123  -0.044
C: -1.902 -6.332 -2.260  -0.053
C: -2.074 -5.475 -1.185  -0.065
C: -1.150 -4.478 -0.924  -0.053
H: 2.280 -5.485 -1.845  0.088
H: 3.614 -4.614 -1.061  0.102
H: 3.555 -4.764 -2.830  0.109
H: 1.939 -0.196 -1.536  0.097
H: 4.332 -0.917 -2.617  0.040
H: 4.265 -2.443 -3.515  0.112
H: 4.845 -2.426 -1.855  0.103
H: 0.866 -4.933 -3.609  0.121
H: -0.713 -6.773 -3.987  0.119
H: -2.607 -7.129 -2.441  0.117
H: -2.941 -5.576 -0.548  0.113
H: -1.310 -3.776 -0.123  0.069
N: -1.629 -0.984 -4.117  0.113
C: -2.882 -1.362 -3.786  -0.952
N: -3.785 -1.351 -4.775  0.100
S: -3.293 -1.841 -2.234  0.618
H: -1.393 -0.678 -5.046  0.110
H: -0.957 -0.849 -3.381  0.067
H: -3.552 -1.121 -5.728  0.113
H: -4.729 -1.631 -4.565  0.100
C: 3.295 3.846 -0.901  -0.056
C: 2.891 2.865 -1.966  -0.236
C: 3.755 1.822 -2.289  -0.048
C: 3.461 0.967 -3.341  -0.115
C: 2.285 1.125 -4.043  -0.023
C: 1.390 2.140 -3.708  -0.209
N: 0.270 2.254 -4.545  0.105
C: -0.983 2.813 -4.357  -0.217
C: -1.469 3.616 -5.399  -0.006
C: -2.716 4.198 -5.347  -0.036
C: -3.554 3.964 -4.256  -0.047
C: -3.110 3.136 -3.249  -0.007
C: -1.832 2.554 -3.275  -0.094
C: -1.523 1.617 -2.198  -0.605
O: -0.337 1.190 -1.952  -0.144
O: -2.443 1.181 -1.432  -0.178
C: 1.702 3.048 -2.684  -0.158
C: 0.856 4.256 -2.394  0.001
H: 4.102 3.441 -0.293  0.075
H: 2.465 4.113 -0.247  0.067
H: 3.659 4.772 -1.347  0.102
H: 4.686 1.719 -1.748  0.117
H: 4.155 0.191 -3.629  0.085
H: 2.053 0.469 -4.872  0.120
H: 0.473 2.054 -5.515  0.148
H: -0.822 3.803 -6.245  0.125
H: -3.037 4.841 -6.153  0.120
H: -4.541 4.399 -4.213  0.114
H: -3.759 2.891 -2.423  0.116
H: 0.220 4.525 -3.231  0.084
H: 1.483 5.116 -2.170  0.090
H: 0.206 4.093 -1.529  0.073

Summary of LUMO level in eV
0.3210 0.0011 -10.5907
(order as listed above)